7 unconnected molecules or ions with the total composition C38H68N2O12 at a distorted geometry, computed with ωB97M-V/def2-TZVPD.

Structure (SMILES): CC1(C)CCCC(C)(C)N1O.CC1(C)CCCC(C)(C)N1O.O=C1CCCO1.O=C1CCCO1.O=C1CCCO1.O=C1CCCO1.O=C1CCCO1
LUMO level: 0.194 eV
Largest force on an atom: 0.047 hartree/bohr
Frontier orbital gap: 8.42 eV
Charge: 0

Each line ends with the Mulliken charge.
CARTESIAN COORDINATES (ANGSTROEM)
C -0.76 5.11 5.72  -1.69
C -0.85 4.83 4.21  1.23
C -2.33 4.81 3.82  -1.95
C -0.22 6.04 3.47  -1.06
C 1.30 6.05 3.59  -0.72
C 1.89 4.74 3.04  -1.38
C 1.21 3.47 3.61  2.79
C 1.54 2.35 2.64  -2.70
C 1.88 3.13 4.98  -1.97
N -0.24 3.60 3.71  0.39
O -0.82 2.48 4.36  -0.48
H -1.10 6.13 5.91  0.41
H -1.22 4.33 6.32  0.36
H 0.28 5.07 6.07  0.38
H -2.90 4.04 4.35  0.36
H -2.79 5.79 3.98  0.40
H -2.41 4.65 2.75  0.45
H -0.41 5.91 2.40  0.38
H -0.55 6.99 3.89  0.47
H 1.68 6.81 2.90  0.42
H 1.71 6.25 4.58  0.35
H 2.91 4.77 3.43  0.38
H 1.93 4.73 1.96  0.44
H 1.30 1.34 3.00  0.28
H 2.60 2.12 2.50  0.42
H 1.12 2.50 1.65  0.60
H 1.12 2.80 5.69  0.33
H 2.41 3.97 5.44  0.35
H 2.61 2.33 4.85  0.35
H -0.90 1.84 3.64  0.37
C -0.90 1.12 -3.71  -1.87
C -1.43 -0.01 -4.59  2.04
C -2.88 0.33 -5.00  -1.86
C -0.48 0.01 -5.82  -1.25
C -0.68 -1.27 -6.64  -0.71
C -0.38 -2.45 -5.75  -1.64
C -1.35 -2.55 -4.58  1.89
C -2.75 -3.04 -5.06  -1.78
C -0.82 -3.71 -3.69  -1.85
N -1.37 -1.28 -3.84  0.75
O -2.24 -1.31 -2.74  -0.43
H -0.80 2.04 -4.28  0.41
H -1.55 1.31 -2.84  0.43
H 0.03 0.88 -3.19  0.13
H -3.42 0.67 -4.11  0.44
H -2.94 1.15 -5.71  0.43
H -3.45 -0.47 -5.48  0.23
H -0.60 0.89 -6.45  0.50
H 0.54 -0.01 -5.42  0.13
H -1.68 -1.38 -7.06  0.32
H -0.01 -1.20 -7.51  0.47
H 0.69 -2.39 -5.49  0.31
H -0.37 -3.37 -6.35  0.44
H -3.52 -3.02 -4.29  0.18
H -2.59 -4.04 -5.45  0.54
H -3.10 -2.43 -5.90  0.32
H -1.18 -3.60 -2.66  0.16
H 0.26 -3.63 -3.54  0.39
H -1.06 -4.71 -4.04  0.51
H -3.13 -1.42 -3.12  0.34
O 2.83 0.36 -1.45  -0.68
C 2.07 -0.31 -0.81  0.23
C 1.26 -1.47 -1.30  0.80
C 0.33 -1.81 -0.13  -0.10
C 0.86 -0.96 1.02  0.17
O 1.86 -0.05 0.50  -0.10
H 0.71 -1.26 -2.22  -0.85
H 1.95 -2.31 -1.42  0.33
H -0.73 -1.66 -0.30  -0.05
H 0.51 -2.84 0.15  0.09
H 0.02 -0.43 1.47  0.09
H 1.26 -1.66 1.76  0.09
O -2.63 -0.23 2.18  -0.65
C -2.55 -1.20 2.88  0.56
C -3.70 -1.88 3.64  -0.50
C -2.94 -2.81 4.60  -0.57
C -1.63 -3.07 3.85  -0.39
O -1.44 -1.90 3.04  -0.10
H -4.34 -1.11 4.05  0.38
H -4.24 -2.48 2.90  0.15
H -2.74 -2.28 5.53  0.29
H -3.49 -3.73 4.79  0.36
H -0.76 -3.18 4.49  0.28
H -1.66 -3.91 3.15  0.20
O 3.44 1.32 -7.85  -0.61
C 3.73 1.40 -6.69  0.57
C 3.24 2.36 -5.63  -0.44
C 3.76 1.86 -4.30  0.11
C 4.71 0.71 -4.73  -0.50
O 4.62 0.57 -6.15  -0.37
H 3.71 3.33 -5.86  0.27
H 2.18 2.57 -5.70  0.26
H 4.28 2.57 -3.66  0.44
H 2.95 1.50 -3.68  -0.30
H 5.74 1.05 -4.53  0.28
H 4.63 -0.18 -4.11  0.31
O 6.51 -1.63 5.17  -0.60
C 5.42 -1.21 4.87  0.42
C 4.36 -0.59 5.82  -0.46
C 3.11 -0.87 5.05  -0.30
C 3.61 -0.68 3.59  0.42
O 4.94 -1.23 3.64  -0.38
H 4.50 -1.03 6.80  0.36
H 4.59 0.48 5.84  0.19
H 2.67 -1.86 5.15  0.33
H 2.33 -0.09 5.08  0.21
H 3.05 -1.24 2.85  -0.23
H 3.75 0.33 3.20  0.03
O -1.35 -4.56 0.39  -0.54
C -2.35 -4.74 -0.25  0.39
C -3.50 -3.75 -0.44  1.11
C -4.47 -4.49 -1.31  -0.31
C -3.94 -5.97 -1.40  -0.55
O -2.60 -5.87 -0.90  -0.41
H -3.77 -3.43 0.57  -0.25
H -3.14 -2.84 -0.91  -0.24
H -5.53 -4.53 -1.04  0.39
H -4.40 -4.15 -2.35  -0.20
H -4.48 -6.55 -0.65  0.26
H -3.93 -6.46 -2.37  0.37


5 unconnected molecules or ions with the total composition C24H49BN2O21P4 at a distorted geometry, computed with ωB97M-V/def2-TZVPD.

Structure (SMILES): COB(O)c1c(N(C)C(C)=O)ccc2c1C(=O)NC2=O.COP(=O)(OC)OC.COP(=O)(OC)OC.COP(=O)(OC)OC.COP(=O)(OC)OC
LUMO level: -2.654 eV
Largest force on an atom: 0.191 hartree/bohr
Frontier orbital gap: 6.54 eV
Charge: 0

Each line ends with the Mulliken charge.
CARTESIAN COORDINATES (ANGSTROEM)
C 0.69 -3.45 4.29  -0.31
O 1.14 -2.12 3.85  -0.54
B 0.05 -1.19 3.97  0.98
O -0.21 -0.27 2.88  -0.68
C -0.90 -1.23 5.29  0.81
C -0.40 -0.68 6.65  -0.41
N 0.93 -0.12 6.95  0.13
C 2.04 -1.10 6.84  -0.69
C 1.19 1.15 6.27  0.66
C 0.14 2.03 5.45  -0.80
O 2.37 1.62 6.38  -0.62
C -1.40 -0.77 7.87  -0.51
C -2.84 -1.37 7.73  -0.55
C -3.34 -1.93 6.38  -0.05
C -2.32 -1.82 5.21  0.51
C -3.13 -2.50 4.03  0.01
O -2.73 -2.98 2.94  -0.52
N -4.58 -2.55 4.43  -0.43
C -4.71 -2.60 5.93  0.27
O -5.67 -3.05 6.60  -0.51
H 0.68 -3.49 5.44  0.10
H -0.31 -3.75 3.83  0.13
H 1.48 -4.22 3.94  0.19
H -0.10 -0.82 2.07  0.23
H 2.92 -0.89 7.56  0.27
H 2.45 -1.13 5.76  0.23
H 1.63 -2.16 7.04  0.28
H -0.89 2.10 5.96  0.30
H 0.08 1.71 4.36  0.13
H 0.57 3.10 5.44  0.31
H -1.12 -0.40 8.91  0.41
H -3.57 -1.43 8.62  0.32
H -4.84 -1.56 4.23  0.35
C -0.94 -0.02 -4.53  -0.93
O -1.44 0.90 -3.57  -0.06
P -1.48 0.25 -1.97  0.70
O -3.00 0.23 -2.01  -0.67
O -0.97 1.66 -1.30  -0.28
C -0.68 2.82 -2.07  -0.43
O -1.36 -0.45 -0.41  -0.22
C -2.54 -0.87 0.26  -0.04
H -0.96 0.45 -5.51  0.22
H 0.09 -0.30 -4.28  0.43
H -1.57 -0.92 -4.55  0.34
H -1.58 3.18 -2.57  0.06
H 0.11 2.62 -2.79  0.27
H -0.33 3.60 -1.40  0.27
H -3.06 -1.64 -0.31  0.31
H -3.19 -0.02 0.47  0.27
H -2.24 -1.31 1.22  -0.29
C -3.65 2.78 -5.35  -0.33
O -3.58 3.81 -6.33  -0.37
P -4.12 5.34 -5.75  1.08
O -5.35 5.25 -6.66  -0.66
O -2.93 6.15 -6.53  -0.32
C -1.94 5.51 -7.31  -0.46
O -4.58 6.83 -5.04  -0.39
C -5.82 7.42 -5.38  -0.57
H -3.29 1.85 -5.79  0.20
H -3.01 3.03 -4.50  0.01
H -4.68 2.64 -5.02  0.37
H -2.40 5.01 -8.17  0.26
H -1.37 4.79 -6.71  0.18
H -1.24 6.26 -7.68  0.26
H -6.65 6.76 -5.12  0.29
H -5.85 7.68 -6.44  0.25
H -5.93 8.34 -4.80  0.24
C 5.30 3.27 -4.23  -0.82
O 4.09 3.29 -5.00  -0.26
P 3.45 4.88 -5.23  0.88
O 2.28 4.55 -4.31  -0.54
O 3.04 4.55 -6.79  -0.27
C 3.28 3.30 -7.41  -0.54
O 2.96 6.50 -5.52  -0.40
C 1.83 7.01 -4.84  -0.43
H 5.63 2.24 -4.13  0.24
H 6.07 3.84 -4.75  0.36
H 5.12 3.70 -3.24  0.33
H 2.71 2.51 -6.91  0.23
H 4.34 3.07 -7.41  0.25
H 2.94 3.36 -8.44  0.27
H 1.98 6.99 -3.76  0.27
H 0.93 6.47 -5.13  0.17
H 1.71 8.06 -5.14  0.24
C 5.79 -7.11 2.54  -0.78
O 4.74 -7.66 3.34  -0.29
P 3.34 -8.08 2.42  0.88
O 2.57 -6.94 3.09  -0.52
O 3.12 -9.46 3.28  -0.29
C 3.98 -9.87 4.33  -0.52
O 2.04 -8.57 1.42  -0.40
C 0.83 -7.84 1.43  -0.51
H 6.63 -6.86 3.19  0.24
H 6.11 -7.83 1.79  0.35
H 5.44 -6.19 2.05  0.32
H 3.95 -9.16 5.15  0.25
H 5.00 -10.00 3.96  0.24
H 3.63 -10.84 4.70  0.26
H 1.01 -6.81 1.12  0.27
H 0.36 -7.88 2.41  0.24
H 0.15 -8.30 0.71  0.25